1.
DFT (the ωB97M-V functional and the def2-TZVPD basis) results for C3H5N5 in the gas phase.

HOMO level (eV): -8.46
Energy above the lowest of the compared OMol25 structures with the same formula, charge and spin (kcal/mol): 80.4
Kohn-Sham gap (eV): 8.57
SMILES: [H]/N=C/n1[nH]nc/c1=N\[H]
Strongest force on any atom (hartree/bohr): 0.1132

ORCA input file:
```
! RIJCOSX wB97M-V def2-TZVPD def2/J DEFGRID3
* xyz 0 1
H -2.981 1.319 0.827
N -2.378 0.627 0.520
C -1.217 1.090 0.150
N -0.198 0.269 -0.306
N 0.846 0.859 -1.052
N 1.935 0.051 -0.959
C 1.679 -0.934 -0.131
C 0.340 -0.901 0.263
N -0.323 -1.457 1.250
H 0.182 -2.364 1.527
H -0.886 2.184 0.034
H 0.622 1.039 -2.041
H 2.380 -1.782 -0.081
*
```

2.
DFT (the ωB97M-V functional and the def2-TZVPD basis) results for C3H7N3S2 in the gas phase.

HOMO level (eV): -8.25
Energy above the lowest of the compared OMol25 structures with the same formula, charge and spin (kcal/mol): 66.9
Kohn-Sham gap (eV): 8.13
SMILES: C/N=C\NC(=S)NS
Strongest force on any atom (hartree/bohr): 0.0905

ORCA input file:
```
! RIJCOSX wB97M-V def2-TZVPD def2/J DEFGRID3
* xyz 0 1
C 2.540 -0.907 -0.428
N 2.527 0.415 -0.903
C 1.549 1.251 -0.784
N 0.178 1.046 -0.143
C -0.619 0.036 -0.336
S -0.160 -1.440 -1.366
N -1.802 -0.010 0.418
S -1.916 0.721 2.115
H 2.195 -1.366 -1.362
H 3.537 -1.153 -0.051
H 1.836 -1.278 0.314
H 1.662 2.308 -1.069
H 0.028 1.725 0.610
H -2.210 -0.977 0.451
H -0.971 -0.200 2.794
*
```

3.
DFT (the ωB97M-V functional and the def2-TZVPD basis) results for C6H14Si in the gas phase.

HOMO level (eV): -9.20
Energy above the lowest of the compared OMol25 structures with the same formula, charge and spin (kcal/mol): 46.0
Kohn-Sham gap (eV): 10.17
SMILES: C=C(C)[SiH2]C(C)C
Strongest force on any atom (hartree/bohr): 0.0833

ORCA input file:
```
! RIJCOSX wB97M-V def2-TZVPD def2/J DEFGRID3
* xyz 0 1
C -0.266 -0.195 2.999
C 0.244 0.436 1.909
C 1.365 1.364 1.962
Si -0.751 0.071 0.330
C -0.021 -0.747 -1.376
C 0.487 0.427 -2.215
C -0.978 -1.740 -2.167
H -1.150 -0.817 2.967
H 0.155 -0.090 4.015
H 1.814 1.668 1.043
H 2.184 0.960 2.603
H 1.026 2.354 2.437
H -1.048 1.704 0.133
H -2.068 -0.521 0.547
H 0.820 -1.308 -0.964
H -0.335 0.977 -2.619
H 0.983 1.019 -1.426
H 1.080 0.145 -3.077
H -1.744 -1.086 -2.718
H -1.456 -2.470 -1.529
H -0.342 -2.151 -2.853
*
```

4.
DFT (the ωB97M-V functional and the def2-TZVPD basis) results for a molecular structure, C52H58N3O3V.

HOMO level (spin up / spin down) (eV): -6.75 / -6.85
Energy above the lowest of the compared OMol25 structures with the same formula, charge and spin (kcal/mol): 0.0
Kohn-Sham gap (spin up / spin down) (eV): 6.70 / 6.74
Strongest force on any atom (hartree/bohr): 0.0250

ORCA input file:
```
! RIJCOSX wB97M-V def2-TZVPD def2/J DEFGRID3
* xyz 0 3
V 0.093 0.056 0.000
C -1.241 -1.343 -5.306
C -0.313 -0.608 -4.339
C 0.236 0.679 -4.959
C 0.828 -1.485 -3.860
C 1.684 -2.078 -4.782
C 2.758 -2.846 -4.371
C 2.998 -3.027 -3.017
C 2.163 -2.460 -2.062
C 2.434 -2.633 -0.581
C 3.241 -1.439 -0.060
C 3.145 -3.938 -0.232
C 1.070 -1.688 -2.498
N 0.180 -1.118 -1.551
C -1.074 -1.646 -1.404
C -2.076 -0.874 -0.815
N -1.776 0.395 -0.400
C -2.819 1.324 -0.150
C -3.090 1.760 1.157
C -4.179 2.598 1.365
C -4.974 3.014 0.309
C -4.667 2.610 -0.978
C -3.589 1.770 -1.232
C -3.256 1.383 -2.661
C -4.438 0.731 -3.379
C -2.744 2.600 -3.434
C -2.262 1.286 2.336
C -2.901 0.042 2.962
C -2.006 2.364 3.385
C -3.311 -1.681 -0.736
C -4.591 -1.480 -0.296
C -5.531 -2.538 -0.438
C -5.204 -3.744 -1.000
C -3.881 -3.974 -1.469
C -3.374 -5.156 -2.075
C -2.063 -5.212 -2.473
C -1.165 -4.120 -2.308
C -1.632 -2.975 -1.725
C -2.984 -2.930 -1.315
H -2.113 -0.728 -5.534
H -1.590 -2.283 -4.876
H -0.740 -1.567 -6.250
H -0.902 -0.327 -3.467
H 0.885 0.457 -5.809
H 0.818 1.245 -4.230
H -0.578 1.315 -5.313
H 1.507 -1.931 -5.841
H 3.410 -3.304 -5.102
H 3.838 -3.632 -2.704
H 1.465 -2.649 -0.071
H 4.184 -1.355 -0.605
H 3.475 -1.557 1.000
H 2.728 -0.484 -0.185
H 4.181 -3.941 -0.577
H 2.636 -4.795 -0.672
H 3.165 -4.072 0.851
H -4.411 2.933 2.368
H -5.819 3.665 0.489
H -5.274 2.956 -1.806
H -2.446 0.653 -2.628
H -5.259 1.437 -3.521
H -4.817 -0.124 -2.818
H -4.132 0.381 -4.367
H -3.501 3.386 -3.471
H -2.496 2.324 -4.460
H -1.851 3.015 -2.964
H -1.279 1.008 1.956
H -3.881 0.283 3.380
H -2.284 -0.353 3.773
H -3.072 -0.745 2.217
H -2.928 2.683 3.876
H -1.521 3.231 2.940
H -1.339 1.978 4.158
H -4.903 -0.538 0.140
H -6.543 -2.376 -0.090
H -5.951 -4.523 -1.090
H -4.024 -6.010 -2.221
H -1.691 -6.117 -2.936
H -0.143 -4.210 -2.654
C 2.417 1.186 7.071
C 3.056 1.066 5.713
C 3.377 -0.193 5.214
C 3.947 -0.329 3.957
C 4.211 0.792 3.190
C 3.904 2.057 3.684
N 4.190 3.207 2.923
C 4.184 3.193 1.524
C 5.288 3.657 0.817
C 5.306 3.627 -0.570
C 4.237 3.097 -1.271
C 3.131 2.635 -0.574
C 3.067 2.709 0.812
C 1.764 2.354 1.486
O 1.343 2.947 2.454
O 1.089 1.406 0.891
C 3.307 2.204 4.941
C 2.918 3.579 5.403
H 2.378 0.216 7.565
H 1.396 1.566 6.997
H 2.968 1.872 7.716
H 3.185 -1.069 5.822
H 4.215 -1.310 3.585
H 4.682 0.696 2.220
H 4.768 3.902 3.365
H 6.147 4.020 1.367
H 6.173 3.999 -1.101
H 4.259 3.048 -2.351
H 2.278 2.241 -1.113
H 2.605 4.171 4.544
H 3.750 4.095 5.892
H 2.095 3.547 6.113
C 0.624 -1.146 2.756
O -0.162 -1.371 1.563
H 0.322 -1.842 3.537
H 0.537 -0.116 3.105
H 1.657 -1.334 2.479
H -1.105 -1.329 1.782
*
```

5.
DFT (the ωB97M-V functional and the def2-TZVPD basis) results for a molecular structure, C52H55AsGaN6O2P2.

HOMO level (eV): -14.84
Energy above the lowest of the compared OMol25 structures with the same formula, charge and spin (kcal/mol): 0.0
Kohn-Sham gap (eV): 7.06
Strongest force on any atom (hartree/bohr): 0.0726

ORCA input file:
```
! RIJCOSX wB97M-V def2-TZVPD def2/J DEFGRID3
* xyz 3 1
Ga 11.523 13.495 12.894
C 7.612 6.916 12.769
C 8.923 7.723 12.783
C 10.115 6.745 12.821
C 8.999 8.615 13.997
C 8.532 8.209 15.254
C 8.614 9.029 16.365
C 9.194 10.283 16.268
C 9.704 10.708 15.035
P 10.547 12.293 14.939
C 12.041 11.881 15.876
C 13.101 11.358 15.119
C 14.200 10.791 15.756
C 14.271 10.776 17.143
C 13.230 11.310 17.894
C 12.104 11.840 17.268
C 9.336 13.323 15.807
C 8.033 13.292 15.295
C 7.033 14.031 15.903
C 7.308 14.798 17.029
C 8.607 14.847 17.528
C 9.625 14.129 16.913
C 9.598 9.874 13.924
O 10.091 10.409 12.756
C 9.641 9.835 11.584
C 9.799 10.627 10.450
C 9.328 10.146 9.221
C 8.753 8.887 9.147
C 8.623 8.116 10.287
C 9.045 8.574 11.539
P 10.543 12.275 10.556
C 11.800 12.158 9.240
C 12.301 10.919 8.823
C 13.213 10.848 7.777
C 13.656 12.005 7.148
C 13.209 13.238 7.593
C 12.299 13.318 8.638
C 9.138 13.182 9.834
C 9.119 13.825 8.596
C 7.941 14.397 8.131
C 6.774 14.328 8.879
C 6.786 13.695 10.117
C 7.961 13.133 10.597
H 7.511 6.285 13.687
H 7.576 6.227 11.895
H 6.729 7.588 12.715
H 10.069 6.112 13.738
H 11.084 7.294 12.819
H 10.085 6.078 11.931
H 8.073 7.216 15.349
H 8.197 8.697 17.318
H 9.259 10.941 17.138
H 13.054 11.354 14.025
H 15.006 10.349 15.156
H 15.137 10.335 17.648
H 13.277 11.303 18.989
H 11.265 12.205 17.878
H 7.803 12.658 14.430
H 6.016 13.988 15.502
H 6.509 15.356 17.530
H 8.836 15.456 18.413
H 10.654 14.190 17.298
H 9.425 10.769 8.320
H 8.404 8.511 8.187
H 8.177 7.117 10.204
H 11.957 9.990 9.300
H 13.590 9.869 7.455
H 14.354 11.936 6.307
H 13.558 14.161 7.118
H 11.952 14.302 8.975
H 10.017 13.861 7.957
H 7.939 14.892 7.153
H 5.846 14.752 8.491
H 5.873 13.622 10.717
H 7.968 12.613 11.568
C 10.149 17.332 15.543
C 9.970 16.249 14.537
O 10.802 15.316 14.383
N 8.863 16.299 13.776
C 8.684 15.366 12.678
C 9.608 15.760 11.567
C 9.194 16.660 10.593
C 10.125 17.156 9.688
C 11.448 16.743 9.799
C 11.774 15.795 10.761
N 10.870 15.297 11.621
H 11.091 17.172 16.104
H 9.289 17.371 16.254
H 10.191 18.322 15.027
H 8.229 17.086 13.881
H 7.621 15.392 12.359
H 8.933 14.367 13.044
H 8.141 16.970 10.547
H 9.820 17.873 8.918
H 12.222 17.138 9.133
H 12.801 15.436 10.856
C 15.364 13.889 14.535
As 13.534 14.599 14.517
C 13.922 16.348 13.718
C 13.416 15.078 16.417
H 16.033 14.689 14.899
H 15.675 13.602 13.518
H 15.427 13.014 15.202
H 14.613 16.908 14.375
H 12.985 16.909 13.579
H 14.410 16.194 12.737
H 14.233 15.791 16.651
H 13.547 14.166 17.025
H 12.441 15.544 16.642
N 16.914 13.245 8.990
C 16.008 12.532 9.670
N 15.959 11.210 9.514
N 15.212 13.213 10.472
C 14.196 12.969 11.151
N 13.218 12.976 11.849
H 17.579 12.792 8.368
H 16.980 14.245 9.153
H 16.606 10.725 8.897
H 15.266 10.654 10.014
*
```

6.
DFT (the ωB97M-V functional and the def2-TZVPD basis) results for a molecular structure, C32H43Cl2MnN5O5P2Te.

HOMO level (spin up / spin down) (eV): -6.21 / -6.21
Energy above the lowest of the compared OMol25 structures with the same formula, charge and spin (kcal/mol): 18.5
Kohn-Sham gap (spin up / spin down) (eV): 6.36 / 6.25
Strongest force on any atom (hartree/bohr): 0.1050

ORCA input file:
```
! RIJCOSX wB97M-V def2-TZVPD def2/J DEFGRID3
* xyz 0 6
Mn 11.462 11.374 8.843
Cl 13.790 10.086 14.959
C 13.072 8.521 15.181
C 13.681 7.540 16.010
C 13.357 6.188 15.952
C 12.378 5.795 14.976
C 11.715 6.721 14.183
Cl 10.694 6.087 12.940
C 11.958 8.176 14.356
N 11.280 9.143 13.566
C 9.939 9.552 13.742
C 8.985 8.694 14.313
C 7.740 9.179 14.658
C 7.389 10.516 14.427
C 8.313 11.338 13.760
C 9.588 10.891 13.434
C 10.536 11.848 12.713
C 10.699 11.709 11.189
O 11.209 12.714 10.587
O 10.500 10.583 10.610
H 14.513 7.931 16.616
H 13.839 5.461 16.621
H 12.004 4.766 14.866
H 11.983 9.856 13.281
H 9.321 7.710 14.687
H 7.086 8.538 15.196
H 6.458 10.964 14.779
H 8.096 12.340 13.517
H 11.576 11.775 13.134
H 10.294 12.949 12.873
C 11.196 9.118 6.330
N 11.001 9.231 7.817
C 11.969 8.347 8.487
N 11.923 6.998 8.066
C 12.144 6.929 6.586
N 11.200 7.728 5.887
C 9.826 7.217 6.176
N 9.524 7.282 7.596
C 9.679 8.670 8.062
C 10.574 6.558 8.303
H 12.157 9.558 6.140
H 10.380 9.668 5.889
H 11.689 8.415 9.623
H 12.968 8.760 8.343
H 12.036 5.890 6.199
H 13.165 7.294 6.424
H 9.641 6.237 5.747
H 9.190 7.955 5.678
H 9.476 8.650 9.184
H 8.935 9.302 7.565
H 10.555 5.457 7.992
H 10.362 6.572 9.375
C 8.945 13.976 7.570
P 10.669 13.304 7.244
C 10.930 13.299 5.420
C 11.744 14.733 7.534
C 13.104 14.587 7.379
C 13.990 15.572 7.816
C 13.532 16.764 8.375
C 12.133 16.964 8.377
C 11.232 15.928 8.112
H 8.901 14.320 8.644
H 8.170 13.180 7.633
H 8.613 14.802 6.936
H 11.023 14.305 4.983
H 10.046 12.736 5.002
H 11.833 12.762 5.138
H 13.493 13.707 6.852
H 15.064 15.316 7.729
H 14.177 17.551 8.742
H 11.627 17.949 8.617
H 10.221 16.006 8.552
C 17.890 10.288 7.719
C 17.514 11.675 7.947
O 15.974 11.606 8.009
P 15.009 11.555 9.182
O 13.541 11.258 8.785
Te 15.647 9.870 10.880
O 15.172 12.950 9.954
C 14.515 13.251 11.220
C 14.841 14.636 11.656
H 18.954 10.272 7.713
H 17.423 9.878 6.859
H 17.566 9.670 8.560
H 17.665 12.361 7.100
H 17.823 12.004 8.903
H 14.957 12.595 12.005
H 13.475 13.132 11.089
H 14.502 14.769 12.742
H 14.232 15.343 11.033
H 15.905 14.933 11.580
*
```